A single C4H8OP2 molecule, computed with ωB97M-V/def2-TZVPD.

```
! wB97M-V def2-TZVPD RIJCOSX def2/J DEFGRID3
* xyz 0 1
C 1.85 -0.70 1.59
C 1.08 0.70 -0.79
C -1.14 -0.35 -0.70
C -0.35 0.89 -0.28
O 2.77 -1.61 -0.90
P 2.52 1.53 0.09
P 2.16 -0.57 -0.11
H 2.66 -1.04 2.28
H 1.09 -0.18 2.08
H 1.10 0.78 -1.81
H -0.69 -1.27 -0.50
H -1.16 -0.45 -1.79
H -2.12 -0.28 -0.42
H -0.22 0.86 0.91
H -0.77 1.82 -0.68
*
```

Its energy above the lowest of the compared OMol25 structures with the same formula, charge and spin is 107.90 kJ/mol. The gap between HOMO and LUMO (spin up / spin down) is 7.3 / 7.1 eV. As for the HOMO energy (spin up / spin down): -8.67 / -8.53 eV. The value obtained for the total energy is -24899.6392 eV.



13 unconnected molecules or ions with the total composition C58H95N13, computed with ωB97M-V/def2-TZVPD.

```
! wB97M-V def2-TZVPD RIJCOSX def2/J DEFGRID3
* xyz 0 1
N -8.65 11.05 -22.49
C -9.34 10.07 -21.88
C -8.53 9.67 -20.81
C -7.42 10.48 -20.78
C -7.49 11.31 -21.87
H -9.05 11.58 -23.25
H -10.27 9.72 -22.30
H -8.78 8.91 -20.08
H -6.57 10.45 -20.11
H -6.91 12.14 -22.23
N -1.09 3.96 -17.74
C -1.56 2.85 -17.09
C -0.62 2.42 -16.24
C 0.52 3.26 -16.47
C 0.23 4.26 -17.47
H -1.66 4.39 -18.46
H -2.53 2.45 -17.33
H -0.44 1.60 -15.57
H 1.43 3.22 -15.90
H 0.83 4.97 -18.03
N -8.30 4.27 -19.44
C -8.82 3.41 -18.52
C -7.81 2.71 -17.84
C -6.60 3.30 -18.29
C -6.94 4.35 -19.17
H -8.79 4.73 -20.19
H -9.88 3.20 -18.48
H -7.86 1.80 -17.26
H -5.62 2.86 -18.15
H -6.21 4.91 -19.74
N -2.62 2.44 -21.16
C -2.36 3.51 -21.94
C -2.91 4.64 -21.43
C -3.43 4.34 -20.22
C -3.39 2.90 -20.09
H -2.40 1.48 -21.37
H -1.96 3.38 -22.94
H -2.96 5.61 -21.88
H -3.85 4.95 -19.44
H -3.86 2.23 -19.38
N -8.84 10.99 -16.99
C -9.65 11.00 -15.91
C -9.03 10.38 -14.84
C -7.75 9.96 -15.33
C -7.68 10.37 -16.67
H -9.04 11.39 -17.90
H -10.70 11.25 -15.97
H -9.46 10.29 -13.86
H -7.04 9.47 -14.68
H -6.84 10.33 -17.35
N -5.53 2.22 -13.43
C -6.24 2.20 -14.61
C -7.57 1.76 -14.32
C -7.71 1.71 -12.93
C -6.40 1.99 -12.42
H -4.60 2.58 -13.26
H -5.73 2.37 -15.55
H -8.35 1.45 -15.01
H -8.51 1.46 -12.27
H -5.95 2.05 -11.44
N 1.21 6.62 -15.47
C 0.08 6.34 -14.75
C 0.01 7.26 -13.66
C 1.01 8.09 -13.84
C 1.84 7.71 -14.92
H 1.36 6.29 -16.41
H -0.52 5.50 -15.05
H -0.77 7.28 -12.91
H 1.06 8.91 -13.14
H 2.70 8.08 -15.45
N -2.61 4.28 -11.37
C -3.07 3.04 -11.01
C -2.56 2.13 -11.99
C -2.02 2.96 -13.06
C -2.05 4.27 -12.60
H -2.83 5.11 -10.83
H -3.59 2.98 -10.07
H -2.68 1.06 -12.01
H -1.54 2.64 -13.97
H -1.64 5.13 -13.11
N -3.62 13.54 -21.42
C -2.75 14.04 -20.47
C -2.69 13.21 -19.37
C -3.48 12.09 -19.65
C -4.05 12.32 -20.87
H -3.83 13.98 -22.31
H -2.27 14.99 -20.63
H -2.00 13.17 -18.54
H -3.61 11.28 -18.94
H -4.81 11.80 -21.42
N -8.32 4.75 -13.27
C -7.82 5.89 -13.76
C -8.84 6.74 -14.08
C -10.06 6.06 -13.77
C -9.64 4.86 -13.17
H -7.73 3.94 -13.20
H -6.74 5.91 -13.74
H -8.70 7.77 -14.37
H -11.07 6.44 -13.82
H -10.21 4.06 -12.71
C -4.17 6.66 -26.86
C -4.40 7.67 -25.68
N -3.41 8.72 -25.68
C -3.75 10.01 -26.31
C -4.31 9.84 -27.80
C -2.74 8.82 -24.42
C -3.65 9.32 -23.30
H -4.51 7.17 -27.76
H -4.79 5.79 -26.64
H -3.13 6.35 -26.98
H -5.38 8.13 -25.57
H -4.37 7.10 -24.74
H -4.15 10.64 -25.52
H -2.90 10.66 -26.54
H -5.25 9.28 -27.80
H -4.44 10.83 -28.23
H -3.63 9.34 -28.49
H -1.88 9.49 -24.48
H -2.25 7.85 -24.28
H -3.15 8.87 -22.44
H -4.71 9.10 -23.45
H -3.50 10.40 -23.29
C 0.84 12.55 -13.34
C -0.62 12.19 -13.82
N -1.41 11.87 -12.65
C -2.40 10.87 -12.92
C -3.36 11.25 -14.02
C -1.88 13.16 -12.11
C -2.42 13.18 -10.68
H 1.21 12.02 -12.46
H 0.86 13.64 -13.28
H 1.56 12.50 -14.16
H -1.05 13.07 -14.30
H -0.58 11.43 -14.60
H -2.94 10.55 -12.04
H -1.88 9.98 -13.24
H -3.97 10.36 -14.16
H -2.85 11.37 -14.98
H -4.04 12.08 -13.85
H -0.99 13.78 -12.08
H -2.63 13.67 -12.72
H -2.41 14.19 -10.27
H -3.43 12.81 -10.51
H -1.86 12.47 -10.08
C -1.85 8.54 -16.68
C -2.20 7.38 -17.63
N -3.63 7.19 -17.75
C -4.34 8.35 -18.25
C -5.14 7.88 -19.41
C -4.30 6.77 -16.48
C -3.80 5.34 -16.07
H -0.81 8.72 -16.40
H -2.38 8.53 -15.73
H -2.18 9.51 -17.03
H -1.66 7.44 -18.58
H -1.87 6.45 -17.17
H -4.98 8.78 -17.48
H -3.69 9.19 -18.53
H -5.85 7.07 -19.25
H -5.74 8.71 -19.80
H -4.45 7.51 -20.17
H -5.38 6.69 -16.58
H -4.00 7.48 -15.70
H -4.50 4.83 -15.41
H -2.83 5.30 -15.58
H -4.00 4.68 -16.92
*
```

Its energy above the lowest of the compared OMol25 structures with the same formula, charge and spin is 505.71 kJ/mol. The gap between HOMO and LUMO is 7.8 eV. As for the HOMO energy: -7.45 eV. The value obtained for the total energy is -81049.5182 eV.



2 unconnected molecules or ions with the total composition C7H13I3OSi, computed with ωB97M-V/def2-TZVPD.

```
! wB97M-V def2-TZVPD RIJCOSX def2/J DEFGRID3
* xyz 0 1
C 0.11 2.63 0.83
C 0.54 2.09 -0.29
C 2.01 2.07 -0.61
C -0.37 -2.76 0.93
C -0.30 1.39 -1.35
C 0.11 -2.09 -0.36
C -0.28 -0.68 -0.38
O 0.05 0.11 -1.38
Si -3.63 -0.05 -0.15
I -3.66 0.29 2.32
I -4.50 -2.37 -0.63
I -5.27 1.64 -1.08
H -0.92 2.82 1.22
H 0.80 2.94 1.54
H 2.19 2.85 -1.27
H 2.13 1.22 -1.11
H 2.69 2.13 0.29
H -1.39 -2.34 1.08
H 0.09 -2.47 1.73
H -0.41 -3.84 0.85
H -1.36 1.70 -1.17
H 0.01 1.87 -2.33
H 1.22 -2.09 -0.46
H -0.26 -2.68 -1.15
H -0.68 -0.26 0.57
*
```

Its energy above the lowest of the compared OMol25 structures with the same formula, charge and spin is 12.64 kJ/mol. The gap between HOMO and LUMO (spin up / spin down) is 6.9 / 5.0 eV. As for the HOMO energy (spin up / spin down): -7.60 / -7.23 eV. The value obtained for the total energy is -41695.4408 eV.



A molecular structure, C13H19NSn, computed with ωB97M-V/def2-TZVPD.

```
! wB97M-V def2-TZVPD RIJCOSX def2/J DEFGRID3
* xyz -2 1
C 0.43 -2.73 1.04
C -0.64 -2.60 0.13
C -1.41 -1.44 0.50
C -0.78 -0.87 1.69
C 0.35 -1.69 2.00
Sn 0.06 0.25 -0.26
N 2.07 0.32 0.11
C 1.67 0.33 -1.80
C 0.38 -0.06 -2.39
H -2.41 -1.17 0.13
H -0.91 -3.30 -0.66
H -1.21 -0.07 2.30
H 1.00 -1.56 2.87
H 1.16 -3.53 1.05
H 0.28 -1.11 -2.67
H 2.01 1.33 -2.13
H 2.27 1.34 0.20
H -0.11 0.70 -2.99
H 2.44 -0.40 -2.09
C -3.25 4.63 0.86
C -1.72 4.54 0.81
C -1.20 5.45 -0.30
C -1.16 5.02 2.16
C -1.30 3.17 0.56
C -0.94 2.02 0.32
H -3.57 5.66 1.04
H -3.65 4.00 1.66
H -3.69 4.30 -0.09
H -1.51 6.49 -0.13
H -0.11 5.41 -0.35
H -1.60 5.13 -1.27
H -1.52 4.39 2.97
H -0.06 4.98 2.15
H -1.46 6.05 2.35
*
```

The gap between HOMO and LUMO is 2.0 eV. As for the HOMO energy: 2.93 eV. The value obtained for the total energy is -21100.7105 eV.



A single C4H6N2S molecule, computed with ωB97M-V/def2-TZVPD.

```
! wB97M-V def2-TZVPD RIJCOSX def2/J DEFGRID3
* xyz 0 1
N -0.21 -0.72 2.25
C -0.15 -0.27 0.91
C 0.26 0.87 0.27
C 0.09 0.68 -1.13
S 0.32 1.87 -2.44
C -0.43 -0.59 -1.31
N -0.54 -1.14 -0.08
H -0.77 -0.09 2.82
H 0.69 -0.83 2.70
H 0.68 1.76 0.76
H 1.64 1.66 -2.65
H -0.73 -1.09 -2.20
H -0.86 -2.10 0.09
*
```

Its energy above the lowest of the compared OMol25 structures with the same formula, charge and spin is 42.41 kJ/mol. The gap between HOMO and LUMO is 9.3 eV. As for the HOMO energy: -8.35 eV. As for the structure (SMILES): Nc1cc(S)c[nH]1. The value obtained for the total energy is -18060.5337 eV.



7 unconnected molecules or ions with the total composition C40H97F3N10O10P2S, computed with ωB97M-V/def2-TZVPD.

```
! wB97M-V def2-TZVPD RIJCOSX def2/J DEFGRID3
* xyz 0 1
C -4.24 0.79 -5.29
O -3.34 0.28 -6.30
C -2.71 1.26 -7.07
C -1.48 0.51 -7.67
N -0.82 -0.41 -6.57
H -0.70 0.20 -5.77
H -1.49 -1.10 -6.29
C 0.56 -1.08 -6.98
C 0.39 -2.18 -7.97
O -0.79 -2.98 -7.47
C -1.00 -4.27 -8.11
H -5.18 1.15 -5.72
H -3.87 1.58 -4.64
H -4.52 -0.14 -4.79
H -2.39 2.12 -6.47
H -3.51 1.61 -7.72
H -0.75 1.19 -8.10
H -1.82 -0.23 -8.40
H 1.18 -1.40 -6.15
H 1.18 -0.25 -7.33
H 1.30 -2.79 -7.98
H 0.20 -1.77 -8.96
H -1.73 -4.88 -7.59
H -0.09 -4.87 -8.01
H -1.21 -4.17 -9.18
C -1.62 1.26 -0.15
F -2.81 1.12 -0.74
F -1.52 2.57 0.25
F -1.62 0.39 0.91
S -0.29 0.65 -1.40
O -0.53 1.50 -2.55
O 1.00 0.88 -0.80
O -0.55 -0.74 -1.72
C 1.57 5.89 0.37
O 1.09 6.66 -0.45
N 2.28 6.26 1.46
C 2.68 5.28 2.46
C 2.79 7.62 1.62
H 1.41 4.81 0.24
H 3.77 5.28 2.49
H 2.33 4.28 2.20
H 2.28 5.70 3.39
H 2.45 8.28 0.82
H 2.42 8.05 2.55
H 3.87 7.57 1.51
O 3.91 -2.71 7.16
P 2.90 -3.24 6.18
N 3.31 -4.72 5.48
C 3.46 -5.87 6.37
C 4.18 -4.84 4.35
N 2.59 -2.29 4.78
C 1.70 -2.79 3.74
C 3.11 -0.98 4.51
N 1.41 -3.55 6.93
C 0.40 -4.33 6.30
C 0.92 -2.76 8.07
H 2.70 -5.80 7.15
H 4.47 -5.93 6.78
H 3.28 -6.80 5.83
H 3.69 -4.72 3.38
H 4.75 -5.76 4.30
H 4.86 -3.99 4.42
H 0.73 -2.31 3.85
H 2.13 -2.56 2.76
H 1.52 -3.86 3.82
H 3.95 -0.87 5.20
H 3.54 -0.98 3.51
H 2.40 -0.17 4.68
H -0.12 -3.72 5.56
H 0.66 -5.27 5.81
H -0.41 -4.50 7.01
H 1.67 -2.14 8.56
H 0.66 -3.45 8.88
H 0.06 -2.14 7.85
O -5.56 4.82 6.63
P -4.15 4.65 6.41
N -3.28 5.84 5.44
C -3.97 7.11 5.12
C -1.84 5.97 5.26
N -3.66 3.21 5.61
C -2.29 2.79 5.69
C -4.39 2.54 4.56
N -3.18 4.59 7.88
C -2.92 5.80 8.60
C -3.37 3.52 8.84
H -5.00 7.17 5.45
H -3.91 7.32 4.05
H -3.35 7.85 5.63
H -1.42 6.02 6.27
H -1.75 6.91 4.72
H -1.45 5.23 4.55
H -1.85 2.86 4.69
H -1.62 3.44 6.24
H -2.33 1.76 6.05
H -5.43 2.72 4.81
H -4.15 2.99 3.59
H -4.15 1.48 4.47
H -1.94 5.77 9.07
H -2.94 6.69 7.96
H -3.73 5.87 9.33
H -4.43 3.52 9.12
H -2.76 3.60 9.74
H -3.27 2.57 8.32
C 3.79 2.59 -4.81
C 5.14 3.12 -5.25
C 6.01 3.61 -4.04
C 6.67 2.47 -3.33
C 7.54 1.64 -4.32
C 6.72 1.10 -5.50
N 5.90 2.19 -6.12
O 5.31 1.88 -7.35
C 7.74 0.67 -6.63
C 5.89 -0.09 -4.92
C 4.79 4.35 -6.09
H 3.33 3.38 -4.21
H 3.93 1.68 -4.23
H 3.16 2.43 -5.68
H 6.57 4.51 -4.28
H 5.43 3.96 -3.18
H 5.91 1.90 -2.80
H 7.45 2.83 -2.66
H 8.06 0.83 -3.81
H 8.43 2.23 -4.56
H 8.42 -0.14 -6.40
H 7.29 0.47 -7.60
H 8.40 1.52 -6.85
H 5.34 -0.59 -5.72
H 6.55 -0.87 -4.54
H 5.13 0.13 -4.18
H 4.32 4.15 -7.05
H 5.68 4.90 -6.38
H 4.06 4.96 -5.55
H 5.68 2.56 -7.92
C -5.32 -3.52 1.08
C -4.59 -4.60 0.25
C -5.24 -6.00 0.67
C -4.99 -7.14 -0.36
C -5.47 -6.61 -1.77
C -4.73 -5.41 -2.26
N -4.85 -4.37 -1.20
O -4.29 -3.15 -1.59
C -3.26 -5.80 -2.60
C -5.47 -5.01 -3.59
C -3.08 -4.73 0.62
H -5.13 -3.49 2.16
H -6.38 -3.74 0.99
H -5.03 -2.54 0.72
H -4.82 -6.40 1.59
H -6.31 -5.79 0.65
H -5.77 -7.87 -0.15
H -4.03 -7.65 -0.25
H -6.51 -6.35 -1.60
H -5.26 -7.54 -2.31
H -2.61 -4.95 -2.81
H -2.75 -6.09 -1.68
H -2.95 -6.63 -3.24
H -5.02 -4.16 -4.11
H -5.41 -5.83 -4.30
H -6.51 -4.72 -3.44
H -2.96 -4.56 1.69
H -2.42 -3.93 0.30
H -2.49 -5.60 0.34
H -3.49 -3.23 -1.07
*
```

The gap between HOMO and LUMO is 7.6 eV. As for the HOMO energy: -7.93 eV. The value obtained for the total energy is -115988.0370 eV.



2 unconnected molecules or ions with the total composition C5H10Si, computed with ωB97M-V/def2-TZVPD.

```
! wB97M-V def2-TZVPD RIJCOSX def2/J DEFGRID3
* xyz 0 1
C 0.95 0.57 -1.39
C -0.12 0.85 -0.36
C -0.16 0.55 0.95
Si 1.27 -0.37 1.72
H 1.45 -0.36 -1.10
H 0.50 0.72 -2.29
H 1.75 1.34 -1.31
H -0.93 1.50 -0.88
H -1.00 0.87 1.55
H 2.52 0.00 1.04
H 0.84 -1.73 1.37
H 1.16 -0.30 3.23
C -2.78 -1.52 -1.05
C -2.69 -0.61 -0.27
H -3.20 -2.20 -1.79
H -2.52 0.28 0.26
*
```

Its energy above the lowest of the compared OMol25 structures with the same formula, charge and spin is 333.04 kJ/mol. The gap between HOMO and LUMO is 10.3 eV. As for the HOMO energy: -9.27 eV. As for the structure (SMILES): C/C=C\[SiH3].C#C. The value obtained for the total energy is -13220.3863 eV.



Copy entry 7 word for word.
2 unconnected molecules or ions with the total composition C5H10Si, computed with ωB97M-V/def2-TZVPD.

```
! wB97M-V def2-TZVPD RIJCOSX def2/J DEFGRID3
* xyz 0 1
C 0.95 0.57 -1.39
C -0.12 0.85 -0.36
C -0.16 0.55 0.95
Si 1.27 -0.37 1.72
H 1.45 -0.36 -1.10
H 0.50 0.72 -2.29
H 1.75 1.34 -1.31
H -0.93 1.50 -0.88
H -1.00 0.87 1.55
H 2.52 0.00 1.04
H 0.84 -1.73 1.37
H 1.16 -0.30 3.23
C -2.78 -1.52 -1.05
C -2.69 -0.61 -0.27
H -3.20 -2.20 -1.79
H -2.52 0.28 0.26
*
```

Its energy above the lowest of the compared OMol25 structures with the same formula, charge and spin is 333.04 kJ/mol. The gap between HOMO and LUMO is 10.3 eV. As for the HOMO energy: -9.27 eV. As for the structure (SMILES): C/C=C\[SiH3].C#C. The value obtained for the total energy is -13220.3863 eV.